Record 1
92
Properties=species:S:1:pos:R:3 method="wB97M-V/def2-TZVPD" e_lumo_ev="-3.25 / -3.31" homo_energy_ev="-8.864 / -8.861" multiplicity=3
Ni 12.451 -18.001 -9.831
Cl 15.876 -17.064 -10.762
O 16.175 -15.620 -11.124
O 16.574 -17.374 -9.564
O 14.510 -17.349 -10.777
O 16.434 -17.792 -11.868
C 9.922 -21.139 -10.108
F 9.579 -20.967 -8.834
F 9.315 -22.178 -10.655
F 9.559 -20.052 -10.826
S 11.816 -21.332 -10.217
O 12.303 -21.466 -8.852
O 12.065 -22.505 -11.045
N 12.271 -19.720 -10.826
S 12.485 -19.925 -12.367
O 11.571 -20.833 -13.028
O 12.601 -18.593 -12.946
C 14.282 -20.720 -12.509
F 14.992 -19.801 -13.151
F 14.788 -20.884 -11.271
F 14.265 -21.827 -13.282
C 12.011 -12.364 -8.839
C 11.706 -13.691 -8.835
C 12.791 -14.772 -8.618
O 12.677 -16.021 -8.765
C 14.097 -14.246 -8.396
C 14.389 -12.922 -8.459
C 13.379 -11.916 -8.692
O 13.686 -10.739 -8.552
O 15.669 -12.441 -8.290
O 10.403 -14.067 -8.971
H 11.274 -11.584 -8.968
H 14.929 -14.900 -8.180
H 15.783 -11.499 -8.437
H 9.926 -13.235 -8.989
C 9.098 -14.729 -13.314
C 9.578 -15.421 -12.269
C 10.989 -15.945 -12.092
O 11.448 -16.683 -11.202
C 11.802 -15.602 -13.238
C 11.354 -14.905 -14.318
C 9.928 -14.509 -14.542
O 9.524 -13.985 -15.560
O 12.181 -14.405 -15.303
O 8.690 -15.634 -11.239
H 8.107 -14.311 -13.413
H 12.864 -15.801 -13.252
H 11.650 -13.908 -15.930
H 7.820 -15.300 -11.468
C 15.561 -21.050 -6.086
C 15.236 -20.329 -7.190
C 14.079 -19.374 -7.243
O 13.714 -18.676 -8.148
C 13.341 -19.239 -6.007
C 13.651 -19.953 -4.891
C 14.734 -20.995 -4.839
O 14.959 -21.761 -3.892
O 12.831 -19.840 -3.780
O 15.909 -20.426 -8.374
H 16.488 -21.585 -6.223
H 12.450 -18.630 -6.045
H 13.299 -20.267 -3.058
H 15.983 -19.568 -8.799
C 8.317 -16.132 -6.727
C 9.519 -16.703 -7.054
C 9.689 -17.600 -8.250
O 10.768 -18.181 -8.683
C 8.437 -17.771 -8.997
C 7.295 -17.207 -8.731
C 7.092 -16.214 -7.585
O 6.070 -15.608 -7.348
O 6.210 -17.368 -9.547
O 10.645 -16.493 -6.314
H 8.251 -15.548 -5.820
H 8.339 -18.473 -9.811
H 5.487 -16.855 -9.179
H 10.490 -15.807 -5.660
C 10.370 -26.133 -4.405
C 10.880 -25.382 -5.612
O 10.202 -24.137 -5.687
C 10.730 -23.214 -6.595
C 11.737 -22.324 -5.869
H 10.986 -27.028 -4.310
H 10.478 -25.490 -3.532
H 9.328 -26.434 -4.522
H 11.919 -25.210 -5.329
H 10.730 -25.910 -6.553
H 11.157 -23.717 -7.463
H 9.840 -22.748 -7.019
H 11.663 -21.291 -6.211
H 12.751 -22.702 -5.990
H 11.642 -22.310 -4.783



Record 2
65
Properties=species:S:1:pos:R:3 method="wB97M-V/def2-TZVPD" e_lumo_ev=0.43 homo_energy_ev=-7.552 de_lowest_kcal_mol=48.1
C 3.594 2.005 -3.077
H 2.682 2.599 -3.208
O 3.523 1.183 -1.941
C 2.621 0.143 -1.935
C 1.685 -0.051 -2.937
C 0.851 -1.158 -2.930
C 0.958 -2.081 -1.912
C 1.860 -1.876 -0.882
C 2.696 -0.763 -0.851
N 3.651 -0.573 0.149
C 3.802 0.730 0.769
H 4.865 0.998 0.789
C 3.236 0.714 2.209
N 2.273 -0.356 2.321
C 0.951 -0.246 2.098
O 0.203 -1.216 2.085
C 0.387 1.160 1.898
O 0.684 2.086 2.638
C -0.571 1.255 0.826
C -0.947 0.259 -0.058
N -1.971 0.676 -0.831
C -2.282 1.978 -0.499
C -3.249 2.830 -1.015
C -3.337 4.096 -0.472
C -2.488 4.505 0.558
C -1.526 3.663 1.074
C -1.417 2.384 0.540
H -0.869 3.972 1.871
H -2.592 5.504 0.954
H -4.077 4.784 -0.851
H -3.907 2.523 -1.815
C -2.711 -0.131 -1.766
H -3.768 0.152 -1.716
H -2.351 0.038 -2.788
C -2.573 -1.636 -1.492
O -2.143 -2.384 -2.350
N -2.951 -2.075 -0.286
C -3.576 -1.365 0.813
C -3.139 -2.176 2.029
H -2.109 -1.921 2.280
C -3.212 -3.606 1.500
C -2.690 -3.466 0.073
H -1.612 -3.643 0.019
H -3.180 -4.135 -0.638
H -4.247 -3.954 1.495
H -2.614 -4.300 2.085
H -3.775 -2.006 2.895
H -4.668 -1.399 0.695
H -3.264 -0.326 0.879
H -0.535 -0.724 -0.171
C 2.904 -1.658 2.251
H 2.113 -2.393 2.092
C 3.932 -1.631 1.089
H 4.933 -1.437 1.489
H 3.960 -2.589 0.568
H 3.401 -1.878 3.202
H 2.778 1.668 2.461
H 4.028 0.512 2.936
H 3.275 1.472 0.176
H 1.900 -2.604 -0.089
H 0.321 -2.952 -1.910
H 0.130 -1.302 -3.718
H 1.613 0.652 -3.752
H 3.783 1.424 -3.985
H 4.433 2.677 -2.897



Record 3
14
Properties=species:S:1:pos:R:3 method="wB97M-V/def2-TZVPD" e_lumo_ev="2.56 / 2.69" homo_energy_ev="-1.926 / -1.340" multiplicity=6 total_charge=-1
O 1.571 -0.874 -0.930
Mn 0.928 -2.054 0.409
C 0.928 0.289 -1.322
C 0.323 1.070 -0.148
H 1.628 0.976 -1.844
H 1.157 1.429 0.477
H -0.206 1.964 -0.521
H 0.121 0.085 -2.060
C -1.480 -0.525 0.187
C -0.576 0.269 0.843
O -0.389 0.403 2.119
Li -0.226 -1.291 2.897
H -1.554 -0.682 -0.890
H -2.225 -1.058 0.783



Record 4
64
Properties=species:S:1:pos:R:3 method="wB97M-V/def2-TZVPD" e_lumo_ev=4.67 homo_energy_ev=-0.431 total_charge=-2
Be -1.243 -0.568 0.050
C 0.440 1.688 4.234
C -0.509 0.554 4.066
N -0.682 -0.116 2.954
C -1.633 -1.062 3.221
C -2.034 -0.967 4.533
N -1.313 0.079 5.050
C -2.957 -1.699 5.426
O -3.571 -2.739 4.920
O -3.086 -1.340 6.588
C -2.126 -2.024 2.192
O -2.820 -2.991 2.604
O -1.819 -1.849 0.994
H 0.896 1.893 3.269
H 1.227 1.453 4.954
H -0.077 2.589 4.571
H -1.415 0.392 6.001
H -3.296 -2.867 3.910
C 2.174 -1.423 1.563
Ge 1.089 -0.440 0.197
C 1.866 1.397 0.473
C 3.243 1.630 0.455
C 3.775 2.895 0.674
C 2.927 3.969 0.916
C 1.554 3.762 0.927
C 1.030 2.491 0.706
C 2.117 -0.896 -1.480
C 3.079 -1.876 -1.520
C 3.788 -2.192 -2.704
C 3.547 -1.510 -3.861
C 2.558 -0.494 -3.887
C 2.274 0.230 -5.073
C 1.302 1.189 -5.092
C 0.557 1.462 -3.922
C 0.814 0.782 -2.766
C 1.834 -0.206 -2.704
H 3.249 -1.265 1.438
H 1.970 -2.497 1.536
H 1.875 -1.053 2.544
H 3.919 0.803 0.257
H 4.850 3.045 0.650
H 3.334 4.961 1.084
H 0.880 4.595 1.099
H -0.047 2.341 0.691
H 3.319 -2.428 -0.618
H 4.537 -2.978 -2.684
H 4.093 -1.736 -4.772
H 2.844 0.003 -5.969
H 1.093 1.735 -6.005
H -0.228 2.208 -3.942
H 0.215 0.979 -1.882
Se -2.476 1.215 -0.007
O -1.388 -1.352 -1.521
N -2.652 -1.184 -1.910
C -2.982 0.045 -2.394
C -4.316 0.244 -2.803
C -5.270 -0.691 -2.512
C -4.906 -1.868 -1.835
C -3.584 -2.076 -1.542
H -2.145 0.628 -2.725
H -4.566 1.175 -3.292
H -6.303 -0.519 -2.786
H -5.635 -2.608 -1.540
H -3.190 -2.921 -0.998



Record 5
63
Properties=species:S:1:pos:R:3 method="wB97M-V/def2-TZVPD" e_lumo_ev="0.47 / -2.64" homo_energy_ev="-5.162 / -8.130" multiplicity=3 de_lowest_kcal_mol=0.0
P 0.017 -1.382 -6.083
P 0.138 1.736 -5.969
C -0.296 -0.455 -7.680
C 0.360 0.924 -7.651
H -1.389 -0.371 -7.794
H 0.106 -1.066 -8.505
H 1.444 0.849 -7.838
H -0.087 1.581 -8.415
C -1.531 2.440 -6.337
H -1.769 3.188 -5.571
H -2.283 1.642 -6.292
H -1.546 2.909 -7.331
C 1.200 3.178 -6.370
H 0.862 3.676 -7.288
H 2.229 2.822 -6.499
H 1.172 3.879 -5.530
C -1.037 -2.816 -6.500
H -0.932 -3.569 -5.713
H -0.747 -3.235 -7.472
H -2.079 -2.475 -6.533
C 1.682 -2.013 -6.553
H 2.420 -1.202 -6.503
H 1.653 -2.429 -7.570
H 1.975 -2.793 -5.841
Pt 0.046 -0.218 -0.269
C 0.689 1.485 -1.518
C -0.729 1.396 -1.509
C -1.576 0.858 -2.633
C -1.895 -0.659 -2.589
C -0.858 -1.484 -1.875
C 0.543 -1.374 -2.073
C 1.234 -0.476 -3.088
C 1.569 0.959 -2.615
C 0.231 -1.657 1.135
H 1.137 2.273 -0.898
H -1.247 2.109 -0.852
H -1.134 1.101 -3.609
H -2.537 1.388 -2.568
H -2.851 -0.799 -2.062
H -2.048 -1.016 -3.620
H -1.206 -2.449 -1.470
H 1.116 -2.278 -1.808
H 0.651 -0.422 -4.029
H 2.190 -0.960 -3.345
H 2.593 0.942 -2.214
H 1.593 1.626 -3.493
H 1.025 -1.341 1.828
H 0.462 -2.633 0.689
H -0.717 -1.700 1.696
Cl 0.052 3.247 7.613
C -0.230 2.787 5.986
C -1.451 2.200 5.628
C -1.652 1.786 4.314
C -0.643 1.918 3.353
C 0.560 2.546 3.701
C 0.773 2.988 5.016
C -0.894 1.336 1.964
O -2.037 0.986 1.634
O 0.197 1.221 1.243
H -2.222 2.056 6.383
H -2.590 1.323 4.021
H 1.338 2.657 2.943
H 1.702 3.465 5.315